Computed, not measured: C34H48N3O3PTl as an isolated structure in a non-equilibrium geometry, with ωB97M-V/def2-TZVPD.

```
90
C34H48N3O3PTl, DFT ωB97M-V/def2-TZVPD
C 1.7245 0.4440 -4.5964
C 1.2079 2.3361 1.0418
O -2.1633 -1.5397 0.7118
H -3.2376 2.9511 1.1615
C -4.8254 1.5496 1.6863
C -3.3927 1.9728 1.6498
C 2.9161 0.8434 1.5196
H 2.1244 2.1950 -2.2774
O -2.7550 0.8950 0.8686
H 3.7752 0.3757 -5.1071
C 1.2052 1.1994 3.3866
N 1.5068 -2.1500 -1.0382
H 0.1172 1.2957 3.3883
N 1.5159 -2.8392 2.6190
H -3.6879 -2.5455 -0.0631
H 1.4130 0.1670 3.7087
C 1.7746 1.4938 2.0629
H -2.8948 1.9521 2.6276
H -0.4747 4.2228 -5.8381
H -3.4349 -2.9516 2.3786
C -0.4754 0.7993 -3.6192
H -2.7263 0.4295 4.1406
H 1.0530 -2.7523 -4.1927
H -5.2790 1.5156 0.6941
H -1.6030 2.4461 -4.4341
P -1.5623 -0.1864 1.2322
H 4.5121 -0.5759 1.5957
H 2.9422 -1.1987 -5.2189
H 5.0477 1.4760 -0.6343
C 1.8970 -2.4299 0.2998
C 3.0274 -0.2738 -4.6270
H 1.2788 -3.5066 4.6023
H 1.6447 -4.0843 -1.8464
H -0.8143 2.5268 1.7399
C 4.1344 0.8661 -0.7518
C -0.0888 3.0444 1.0999
H 0.6528 2.9106 -1.6150
C -4.0199 -2.0946 2.0513
H -1.9080 -4.5937 1.8926
H -0.6331 -3.3850 0.0900
H -2.4579 0.8958 -2.9600
C 1.9982 2.1747 -0.1406
H -1.6646 -0.6287 -2.5060
C -0.9416 -4.1267 2.0975
C 1.4680 -3.0671 -2.0911
C -1.4352 -1.2189 4.1007
C 1.1482 -2.3899 -3.1784
H -5.3547 2.2686 2.2945
H -0.5567 -1.6587 4.6063
H -0.8516 -4.6810 4.2110
H -4.9264 0.5573 2.1184
H 1.0251 3.7945 -6.7192
H -0.5826 3.1351 0.1195
H -3.8280 -1.2718 2.7425
O -1.1072 -0.6697 2.6695
C 3.7588 -0.1085 2.2450
H 1.5919 1.8830 4.1574
C 1.1654 -0.9005 -1.5062
H 3.1576 -0.9117 2.6952
C 0.8671 -3.5080 3.5802
C -0.3509 -4.1880 3.3668
Tl 0.5800 0.0278 0.2222
C 1.0745 -2.9896 1.3214
H -2.1201 -2.0582 3.9747
H 2.1801 3.8069 -1.5220
H -2.4641 -0.4111 5.6955
N 0.9145 -1.0643 -2.8367
C -1.5169 0.4521 -2.6153
C -0.2297 -3.5122 1.0800
H -4.0925 -0.8329 0.2925
C 0.3221 2.2720 -5.3906
C -1.9987 -0.0437 4.7907
C -3.6217 -1.7451 0.6701
H -5.0781 -2.3215 2.0462
H -1.3374 0.9114 -1.6277
H -1.2100 0.6747 5.0096
H 2.2900 1.8542 -6.1451
H 2.8206 -1.9257 0.6192
C 1.5188 1.5546 -5.4274
C 0.6898 0.0280 -3.7410
C 1.7322 2.7959 -1.4385
C 3.0666 1.2624 0.1562
H 3.4107 -0.5280 -3.6278
C -0.6584 1.8957 -4.4693
H 4.4155 -0.1797 -0.5754
H 3.8229 0.9549 -1.7972
H -0.5335 3.0925 -7.2079
H 4.3111 0.3847 3.0644
H 0.0251 4.0505 1.5294
C 0.0691 3.4131 -6.3432
```

The calculation puts the orbital gap (alpha / beta) at 0.112 / 0.106 Ha. Its charge is -1.